C24H28N2O3P2Sc | the ωB97M-V functional and the def2-TZVPD basis

ORCA input file:
```
! wB97M-V def2-TZVPD RIJCOSX def2/J DEFGRID3
* xyz 1 1
H 2.38891 -4.18567 -2.18435
C 2.63394 3.97110 2.32976
H -1.76444 4.14912 -2.96740
H 1.02644 -4.38974 0.91158
P -0.29602 -2.35704 0.51765
O 0.44963 4.25433 1.19059
C 1.90185 -0.24521 -2.00210
C 0.98656 -2.54205 -1.92135
C -0.72349 0.58036 -2.29223
H 2.04707 -2.92115 0.89258
H -0.11307 -4.21909 -1.14985
H -3.48532 -0.81336 2.21770
H -3.24733 2.11014 0.12913
C 0.82456 -1.14656 -2.20965
C -2.85478 -0.07890 -1.36107
C 3.21599 -0.82362 -1.87451
H -2.10220 -3.10383 2.01264
Sc 0.59610 0.10285 2.35547
C -2.11430 0.92523 -2.17864
H -3.76094 -1.71047 0.77669
C -0.21988 -3.16096 -1.30385
H 4.11023 -0.20255 -1.73032
H -4.42227 -0.11001 0.92097
P -2.04370 -0.01595 0.38250
H -3.89820 0.11492 -1.27151
H -2.58153 1.98284 1.78576
N 1.23256 2.14907 1.81120
C 3.41552 2.71666 2.63873
C 2.27282 -3.10332 -2.01830
C -1.32927 -1.02746 3.37517
O -2.12488 -1.45126 4.08779
C 2.45093 1.68109 2.17482
C 1.09234 -3.33261 1.24293
C -3.54458 -0.71358 1.14493
H 3.58425 2.56581 3.73519
H -1.30940 -4.49414 1.20095
C 1.31079 3.55582 1.67853
C -1.66879 -3.45661 1.07149
C -2.48509 2.17565 -2.65099
H 2.25566 1.73836 -1.30223
C -2.38010 1.78136 0.72319
H -2.71662 -1.11340 -1.64590
C 0.28971 1.57014 -2.11595
H 2.35672 4.52814 3.24600
C -1.44902 3.14327 -2.69795
C -0.14327 2.89887 -2.33373
H -1.52224 2.40615 0.44123
N -0.40830 -0.69531 -2.47733
O 2.62869 0.40305 2.27259
H -2.48345 -3.46080 0.33086
H 3.21315 4.63610 1.68317
H 0.57187 3.72322 -2.27825
H -1.18894 -2.86332 -1.71638
H 4.38513 2.70476 2.11900
H 0.21337 -0.18531 0.74452
C 1.58705 1.12428 -1.83358
H 4.36211 -2.67084 -1.97141
C 3.37748 -2.20398 -1.99196
H 1.11255 -3.27892 2.34637
H -3.51260 2.38433 -3.01091
*
```

- Calculated total energy: -2709.702982 Eh
- Gap between HOMO and LUMO: 0.2061 Ha
- HOMO energy: -9.941 eV
- Energy relative to the best compared isomer or geometry (same formula, charge and spin): 608.31 kJ/mol

natural (NBO) population analysis, charges in e, atoms 1 to 4: 0.233, -0.523, 0.228, 0.234



C43H63ClCsN3O7 | the ωB97M-V functional and the def2-TZVPD basis

ORCA input file:
```
! wB97M-V def2-TZVPD RIJCOSX def2/J DEFGRID3
* xyz -2 1
O -2.65555 1.59506 0.76022
C 1.45809 -0.07337 3.60035
C 2.23511 -3.62121 -0.17867
C 3.77849 -7.07752 0.55485
C -2.15454 6.28303 1.36745
C 1.10225 2.33324 6.62795
H -2.30222 -6.58039 1.75816
H 1.11782 1.58342 7.42428
H -0.67909 -7.69231 -0.59315
H 0.03305 3.63964 4.50120
C -2.38628 3.87925 1.24776
H -2.01830 -4.15760 -0.99694
H -0.71852 0.38452 6.16654
C 3.59103 -8.21185 -0.46249
H 5.81204 -2.72417 7.14616
H -3.07793 -5.05896 0.11695
C 6.26265 -0.77329 5.26476
H 4.31026 -9.02050 -0.28470
H 4.66235 1.19794 -0.17506
C 0.73735 1.72234 5.27301
H 2.97918 2.85041 0.61844
C 0.43052 -5.21978 0.10046
H -1.10852 -6.46981 -1.79360
O -0.15677 3.86979 -1.92215
C -0.20365 4.87276 1.57084
H -4.02169 5.22956 1.13600
C 4.98679 -1.00332 6.08759
H 4.03522 -2.67179 7.10016
H 3.69290 -6.86435 2.71459
C 3.69125 -0.39900 0.83674
H 4.16421 -2.15278 3.74240
H 3.65904 2.66826 -1.93208
H -5.72721 -1.76450 0.73125
H 2.72953 -2.87973 2.17829
C -5.06598 -1.94109 1.57623
H 0.35351 3.08760 6.88960
H -0.56794 2.76461 1.42445
H 4.11063 -0.07762 -1.26408
O -4.48308 2.79428 1.32285
C -1.26882 -6.22895 1.65101
C 2.78769 -5.94535 0.28632
C 2.18507 -1.93755 2.03214
C -3.69865 -1.40079 1.24206
O 0.45140 0.17669 2.83987
H 5.15464 0.91887 7.10769
H 4.93829 -3.14476 5.66297
H 1.90753 1.54516 1.21305
C 3.55943 -7.64677 1.96430
H 2.13923 -1.78328 -1.24191
N -2.99530 -0.87929 2.27917
C 0.75480 2.85577 4.24292
H 2.07833 2.82643 6.60664
H -2.17551 -0.33589 2.05206
H -5.48700 -1.49516 2.47753
C 3.82379 0.50122 -0.38253
H 7.15713 -1.03939 5.84105
H 4.20965 -0.28078 7.99473
C 1.41332 -6.18190 0.31057
H 6.33791 0.27626 4.96960
H 2.58455 -8.63219 -0.40264
C -1.03311 -5.68743 0.23094
C 2.83179 0.31731 5.59301
H 4.67178 -0.91678 0.94330
H 5.97288 -0.42631 7.91750
H -0.98821 0.70938 4.44248
H 1.31268 2.69196 0.01712
H 5.44418 -6.17270 -0.52209
C 1.70574 0.62438 4.83062
H 1.92447 2.48812 -2.26255
C 3.49282 -1.35804 4.06717
H 6.25395 -1.37244 4.35226
Cl 0.22181 7.55408 1.71553
H -4.96746 -3.01851 1.72295
O 0.02164 -2.89845 -0.40614
C 2.82481 1.93944 -1.97885
H 4.21134 -4.34536 0.02291
H -1.38749 1.95073 5.66327
H 5.44621 -5.83316 1.21040
H 4.26581 -8.45865 2.17603
H 0.50685 2.45124 3.26589
N 2.62225 1.24410 -0.73148
O -1.03674 3.47821 -2.63265
H -1.09673 -5.44016 2.38702
H 0.86292 4.77071 1.72548
H 5.90793 -7.43852 0.62707
H 3.75544 -2.25255 -0.68819
C 5.22724 -6.59715 0.46096
C 3.16219 -4.62610 0.03295
H 1.08114 -7.19600 0.52905
O -3.24041 -1.50478 0.11402
H 3.58420 0.21927 1.72815
C -1.30638 -6.81609 -0.77616
C 5.08066 -0.14438 7.34907
C 4.94323 -2.47477 6.52518
C 2.40047 -1.09562 3.26123
C 2.69235 -2.20798 -0.39679
C -0.78789 6.12566 1.53508
C -1.01290 3.75393 1.41392
H -3.50544 -0.53143 3.07194
H -0.59932 -7.05893 1.88860
C -3.27437 2.64659 1.09939
C -0.68498 1.15500 5.39011
H 3.73238 -7.83671 -1.47898
C 0.82469 -3.86476 -0.18256
H 3.05111 1.22243 -2.77047
C 2.19225 2.12611 0.33263
N 2.57312 -1.29448 0.76085
H -2.35514 -7.13073 -0.71771
C -2.08655 -4.60033 -0.00568
C 3.75759 -0.66384 5.24716
Cs -0.94442 -0.07525 -0.02762
C -2.94699 5.15146 1.24059
H 2.54644 -8.03960 2.07535
H 1.75249 3.30622 4.19903
H -2.58339 7.27669 1.34736
H -1.98476 -3.77566 0.69613
H 1.12512 -2.18608 1.95206
H 2.99070 0.87367 6.50616
*
```

- Calculated total energy: -2847.599900 Eh
- Gap between HOMO and LUMO (alpha / beta): 0.1610 / 0.1610 Ha
- HOMO energy (alpha / beta): -1.625 / -1.625 eV
- Energy relative to the best compared isomer or geometry (same formula, charge and spin): 0.00 kJ/mol

Mulliken population analysis, charges in e, atoms 1 to 4: -0.477, 0.693, -0.859, 2.114



C22H46N4O20PS6 | the ωB97M-V functional and the def2-TZVPD basis

ORCA input file:
```
! wB97M-V def2-TZVPD RIJCOSX def2/J DEFGRID3
* xyz 1 1
S -7.28548 0.55388 -2.72632
H 0.33625 1.67417 -0.46937
H 3.37473 3.90789 1.68395
H 6.95524 -6.81821 -1.55472
H -3.29094 1.22141 -2.44437
H 3.42472 1.66640 -2.26969
C -0.62116 -2.63975 0.94303
N 1.22577 -0.13768 -1.09705
H 2.81568 0.80153 1.09325
O -1.86548 4.76353 4.96021
H 3.41257 5.88141 7.99000
H 0.44594 -2.91122 0.88850
C 2.68546 3.37693 2.35195
H -1.10878 -3.47508 1.46240
H -2.79736 -6.26808 -5.13916
O -1.20437 4.28747 2.68018
H 0.18991 4.75112 5.00560
O 2.90665 -6.20570 -0.20593
C -2.33360 -5.39543 -3.20301
O 4.75707 5.33298 4.07562
H 0.38161 0.39807 0.81899
H -0.62565 -2.63981 -2.33040
O -3.58843 4.24245 3.28910
H -2.35402 -7.45122 -3.88700
H -1.47675 1.62422 -3.96542
N 0.97329 0.35547 -3.29963
H -0.54850 6.36434 5.12987
S -2.97372 -1.43451 -3.84647
C -2.34714 1.59225 -2.03798
C -0.43500 0.06555 -2.87924
O -8.10878 0.69364 -1.35296
H -0.73328 -1.76436 1.60132
S 0.10240 -5.86895 -3.40417
C 2.15940 1.53760 0.61533
H 6.15886 -6.90871 0.03378
H -1.17389 -0.14282 -5.43450
H -5.74628 2.90138 -0.79894
O 5.03356 -6.03640 -1.44802
S 3.55766 -6.68670 -1.37137
H 0.73028 -2.58852 -1.21563
H -0.31660 -2.07495 -4.59033
H -1.21444 6.33932 2.79313
H -8.03255 1.97936 0.27912
C 3.99365 5.13798 7.44052
H -1.82762 -3.20280 -0.64109
O 2.96277 -6.60494 -2.65093
C -0.14460 -0.59532 -1.55679
C -1.12777 1.47753 -2.92782
C -6.62052 2.48853 -1.29768
O -1.12227 -5.46002 -2.43502
H -6.67482 0.84228 0.10931
O 0.77676 -4.67670 -3.79435
H -7.27284 3.30281 -1.62004
H 2.70720 2.06226 -0.18067
H 2.18567 4.13502 2.96319
H -0.40256 2.28452 -2.74032
C 1.59969 2.55654 1.63380
H 0.84072 3.17100 1.13091
C -0.60041 5.50391 3.13691
C 5.40924 -8.34158 -1.40646
O -2.05169 2.46374 4.08571
C 1.78707 0.33870 -2.24289
O -8.13153 0.92758 -3.79626
H 5.84250 -9.16013 -0.83759
C 3.09718 4.22632 6.62468
O 2.76170 4.99747 5.46179
N 3.07657 0.73827 -2.44885
H 1.11814 1.15549 -3.91041
H 0.40534 5.60651 2.73652
H 3.71566 0.06029 -2.84119
H 2.19847 3.93268 7.16160
H -2.94274 1.71757 -0.00977
H 5.50903 -8.54851 -2.47448
H -0.89375 -0.23705 -0.84673
C 0.91263 0.86135 -0.01458
C -2.33745 2.11397 -0.82275
O 3.50656 7.28452 4.97083
C -7.36529 1.49590 -0.42955
C -0.61632 5.39320 4.64572
O 0.77468 -6.96728 -2.83369
S -2.31706 3.81372 3.74423
H -1.66334 2.96003 -0.64816
C -2.16099 -6.44953 -4.27651
H 1.08922 1.96506 2.41037
N -1.22651 -2.43590 -0.37351
C 6.01213 -7.00001 -1.04481
S 3.99591 5.96159 5.09300
O -6.22842 1.74223 -2.45645
H -3.19765 -5.58080 -2.56983
O 4.79995 5.82375 6.47261
O 4.01617 -8.20408 -1.10731
H 4.62278 4.58622 8.13435
H 3.28051 2.68175 2.95481
H 3.63257 3.33240 6.29677
H -2.41004 -4.39410 -3.63701
O -6.57918 -0.67672 -2.70469
P -1.12615 -0.95799 -4.27686
C -0.25463 -2.14070 -1.42563
O -0.77920 -6.37283 -4.65059
*
```

- Calculated total energy: -5319.716702 Eh
- Gap between HOMO and LUMO: 0.2705 Ha
- HOMO energy: -11.080 eV

Mulliken population analysis, charges in e, atoms 1 to 4: 1.080, -0.036, 0.346, 0.305



Q: Among the records above, which one has the lowest calculated total energy?
A: C22H46N4O20PS6



Q: The highest calculated total energy belongs to which entry?
A: C24H28N2O3P2Sc